Record 1
# C30H17N8O2S2Zn

A structure of composition C30H17N8O2S2Zn in a non-equilibrium geometry (ωB97M-V with the def2-TZVPD basis set, the OMol25 dataset).

```
60
Properties=species:S:1:pos:R:3:nbo_charge:R:1
Zn 0.2906 0.2191 0.3486 1.55
N -0.0398 -0.1427 -4.2743 -0.55
C 0.1706 0.2931 -3.0200 0.37
N 0.0477 -0.4404 -1.9607 -0.56
C -0.4504 -1.6721 -2.1064 0.45
N -0.3392 -2.5954 -1.1337 -0.35
N 0.1043 -2.0421 -0.0452 -0.29
C 0.8378 -2.6629 0.8571 0.03
C 1.1739 -1.9907 2.0723 0.16
C 1.8950 -2.6900 3.0900 -0.22
C 2.0113 -2.0629 4.3451 -0.17
C 1.4324 -0.8156 4.5290 -0.26
C 0.8452 -0.1680 3.4373 0.07
N 0.8064 -0.7195 2.2513 -0.52
C -0.8934 -2.1889 -3.4133 -0.10
C -1.4102 -3.5014 -3.6144 -0.13
C -1.6971 -3.9307 -4.9142 -0.23
C -1.1249 -3.2741 -5.9872 -0.19
C -0.4338 -2.0600 -5.7698 -0.24
C -0.4701 -1.4538 -4.5225 0.17
H 0.1010 0.4951 -5.0853 0.42
H 0.4583 1.3213 -2.9007 0.23
H 1.1386 -3.6727 0.6359 0.18
H 2.2673 -3.7238 2.9661 0.22
H 2.5263 -2.5546 5.1874 0.22
H 1.3919 -0.3586 5.5474 0.22
H 0.4610 0.8794 3.4490 0.26
H -1.5522 -4.0417 -2.7225 0.24
H -2.3925 -4.7308 -5.0113 0.22
H -1.2195 -3.6525 -7.0062 0.22
H 0.0768 -1.5815 -6.5885 0.21
S 0.7414 2.7623 0.3034 -0.43
C 2.4213 2.8099 0.5385 -0.20
C 3.0727 4.0032 0.9480 -0.19
C 4.4271 4.0717 1.1577 -0.15
C 4.9746 5.3233 1.5810 0.30
N 5.3482 6.3236 2.0000 -0.37
C 5.2448 3.0191 0.7397 -0.19
C 4.7172 1.8109 0.4113 -0.20
C 3.3069 1.6723 0.2416 -0.19
S 2.6865 0.1812 -0.2364 -0.47
C 6.6817 3.1690 0.5068 0.30
N 7.7658 3.4931 0.2484 -0.37
H 2.4118 4.8393 1.0879 0.22
H 5.3775 0.9385 0.1792 0.23
O -2.9319 -0.3942 -1.2994 -0.62
C -2.8807 0.0422 -0.1509 0.65
N -1.7638 0.4430 0.5947 -0.83
C -2.2045 1.1982 1.6870 0.65
O -1.5018 1.8818 2.4535 -0.60
C -3.6651 1.1079 1.7516 -0.14
C -4.5226 1.6246 2.7158 -0.18
C -5.8913 1.2284 2.6486 -0.21
C -6.3182 0.3884 1.6175 -0.23
C -5.4467 -0.0175 0.5963 -0.20
C -4.1056 0.3584 0.6634 -0.05
H -4.1374 2.3334 3.4301 0.23
H -6.6281 1.5849 3.3932 0.21
H -7.3673 0.1029 1.6591 0.21
H -5.8258 -0.7805 -0.1077 0.22
```

As for the total charge: -1. The HOMO energy is -0.1358 Ha. The electronic energy comes out at -117493.414 eV. The value obtained for the LUMO energy is 1.193 eV. The molar mass is 651.04 u. The frontier orbital gap is 0.180 hartree. Its energy relative to the best compared isomer or geometry (same formula, charge and spin) is 0.00 kcal per mole.


Record 2
# C30H18BrF3N3O7Os

A structure of composition C30H18BrF3N3O7Os in a non-equilibrium geometry (ωB97M-V with the def2-TZVPD basis set, the OMol25 dataset).

```
63
Properties=species:S:1:pos:R:3:nbo_charge:R:1
Os -0.3569 1.8733 -0.3332 1.78
O 0.7603 6.2377 -4.4017 -0.61
C 0.4789 5.2552 -3.5582 0.40
C 0.3499 3.9136 -3.9535 -0.28
C 0.1060 2.9633 -2.9844 0.15
N 0.0061 3.2854 -1.7000 -0.55
C 0.0496 4.5586 -1.3082 0.13
C 0.2964 5.5782 -2.1987 -0.25
C -0.1980 4.7030 0.2075 0.74
O -0.1516 5.7829 0.7370 -0.52
O -0.4247 3.5645 0.7780 -0.66
C -0.0954 1.4531 -3.2256 0.75
O 0.1134 0.9825 -4.3148 -0.54
O -0.4872 0.8294 -2.1688 -0.68
H 0.8559 5.9343 -5.3153 0.51
H 0.4333 3.6069 -4.9845 0.26
H 0.3472 6.6013 -1.8639 0.28
C 2.9759 3.8325 0.0422 -0.25
O 2.3837 2.5449 -0.0465 -0.54
C 3.1997 1.4807 0.1643 0.29
C 4.5496 1.5594 0.4120 -0.29
C 5.2879 0.3895 0.6119 -0.11
Br 7.1461 0.5293 0.9524 0.09
C 4.7001 -0.8548 0.5525 -0.19
C 3.3321 -0.9730 0.2962 -0.23
C 2.5302 0.2033 0.1097 0.38
O 1.2796 0.1264 -0.0992 -0.76
C 2.7113 -2.2627 0.1850 0.49
N 1.4183 -2.4728 -0.0961 -0.48
C 1.1714 -3.8250 -0.1441 0.09
C 0.0223 -4.5592 -0.4035 -0.20
C 0.1367 -5.9356 -0.3820 -0.19
C 1.3542 -6.5657 -0.1057 -0.19
C 2.5039 -5.8476 0.1573 -0.24
C 2.3983 -4.4636 0.1306 0.18
N 3.3206 -3.4577 0.3254 -0.51
H 3.4671 3.9766 1.0068 0.20
H 2.1784 4.5646 -0.0464 0.20
H 3.6937 3.9830 -0.7698 0.19
H 5.0689 2.5024 0.4518 0.24
H 5.3108 -1.7313 0.7001 0.21
H 0.7795 -1.6906 -0.2524 0.48
H -0.9152 -4.0743 -0.6205 0.23
H -0.7316 -6.5437 -0.5804 0.23
H 1.3925 -7.6424 -0.0980 0.23
H 3.4349 -6.3427 0.3764 0.23
H 4.2935 -3.6008 0.5457 0.44
F -8.0123 -2.8525 2.2923 -0.31
C -7.1860 -2.3794 3.2298 0.97
F -6.8294 -3.4270 3.9953 -0.32
F -7.9075 -1.5656 4.0150 -0.31
C -5.9767 -1.6856 2.6612 -0.11
C -5.7925 -1.5713 1.2877 -0.18
C -4.6543 -0.9622 0.8011 -0.15
C -3.6914 -0.4568 1.6893 -0.21
C -3.8979 -0.5627 3.0731 -0.16
C -5.0363 -1.1751 3.5526 -0.12
C -2.5463 0.1788 1.1751 0.26
C -1.5490 0.7375 0.7271 -0.42
H -6.5360 -1.9587 0.6078 0.25
H -4.4967 -0.8661 -0.2622 0.23
H -3.1611 -0.1628 3.7519 0.23
H -5.2039 -1.2632 4.6156 0.23
```

As for the total charge: +1. The HOMO energy (spin up / spin down) is -0.3841 / -0.3822 Ha. The electronic energy comes out at -130860.007 eV. The value obtained for the LUMO energy (spin up / spin down) is -3.210 / -5.474 eV. The molar mass is 859.62 u. Its multiplicity is 5. The frontier orbital gap (spin up / spin down) is 0.266 / 0.181 hartree. Its energy relative to the best compared isomer or geometry (same formula, charge and spin) is 0.00 kcal per mole.


Record 3
# C30H18CdF15N3S

A structure of composition C30H18CdF15N3S in a non-equilibrium geometry (ωB97M-V with the def2-TZVPD basis set, the OMol25 dataset).

```
68
Properties=species:S:1:pos:R:3:nbo_charge:R:1
Cd 0.9561 0.5725 -0.3979 1.49
C -2.2324 0.2608 1.5389 -0.42
N -1.3937 1.2926 0.9625 -0.48
C -2.1763 2.1980 0.1192 -0.22
C -1.5727 2.3251 -1.2796 -0.25
N -0.3523 3.0886 -1.1911 -0.70
C 0.3717 3.3035 -2.2566 0.10
C 1.3611 4.3465 -2.2340 0.29
F 1.5811 4.9931 -1.0582 -0.33
C 2.0625 4.7572 -3.3379 0.26
F 2.9318 5.7961 -3.2443 -0.32
C 1.8765 4.1465 -4.5784 0.16
F 2.5221 4.5958 -5.6960 -0.33
C 1.0205 3.0527 -4.6381 0.28
F 0.8859 2.3912 -5.8158 -0.32
C 0.3269 2.6308 -3.5310 0.20
F -0.3833 1.4688 -3.6580 -0.33
C -0.6694 2.0470 1.9734 -0.23
C 0.2890 1.2270 2.8390 -0.22
N 1.1664 0.3828 2.0678 -0.74
C 2.1514 -0.2263 2.6782 0.09
C 3.0306 -1.0809 1.9366 0.31
F 2.7346 -1.3010 0.6205 -0.34
C 4.1212 -1.7274 2.4605 0.27
F 4.8986 -2.4983 1.6677 -0.31
C 4.4401 -1.6078 3.8124 0.17
F 5.5165 -2.2464 4.3478 -0.32
C 3.5916 -0.8450 4.6017 0.26
F 3.8441 -0.7470 5.9307 -0.32
C 2.5045 -0.1893 4.0714 0.25
F 1.7363 0.4783 4.9870 -0.35
H -3.0008 0.6844 2.2119 0.15
H -2.7149 -0.2993 0.7392 0.22
H -1.6201 -0.4380 2.1018 0.21
H -3.2017 1.8227 0.0280 0.18
H -2.2104 3.2007 0.5617 0.18
H -1.4563 1.3081 -1.6788 0.20
H -2.2909 2.8662 -1.9260 0.16
H -0.0945 2.8057 1.4388 0.23
H -1.3825 2.5515 2.6606 0.15
H 0.8712 1.9554 3.4183 0.18
H -0.2919 0.6265 3.5553 0.16
F 2.1258 -5.9957 -3.4907 -0.32
C 1.4516 -4.9588 -2.9338 0.21
C 1.9767 -3.6671 -2.9636 0.27
F 3.1740 -3.4641 -3.5493 -0.31
C 1.2681 -2.6166 -2.4166 0.30
F 1.7899 -1.3706 -2.4862 -0.30
C 0.0110 -2.7808 -1.7885 -0.26
S -0.8914 -1.4994 -1.1491 -0.41
C -0.4738 -4.1094 -1.7657 0.28
F -1.6599 -4.3718 -1.1744 -0.31
C 0.2163 -5.1655 -2.3233 0.29
F -0.3130 -6.4126 -2.2889 -0.32
C 2.9167 1.2830 -1.0809 -1.00
C 3.6528 1.8180 0.0738 -0.04
C 3.0789 2.8072 0.8805 -0.17
C 3.7439 3.3102 1.9760 -0.23
C 5.0187 2.8596 2.2887 -0.27
C 5.6044 1.8876 1.4966 -0.22
C 4.9346 1.3723 0.4021 -0.24
H 3.4784 0.4829 -1.5610 0.20
H 2.6981 2.0666 -1.8056 0.22
H 2.0817 3.1529 0.6329 0.21
H 3.2740 4.0581 2.6007 0.20
H 5.5474 3.2654 3.1421 0.19
H 6.5981 1.5329 1.7336 0.19
H 5.4074 0.6115 -0.2066 0.20
```

As for the total charge: -2. The HOMO energy is -0.0629 Ha. The electronic energy comes out at -92032.781 eV. The value obtained for the LUMO energy is 4.415 eV. The molar mass is 849.94 u. The frontier orbital gap is 0.225 hartree. Its energy relative to the best compared isomer or geometry (same formula, charge and spin) is 18.55 kcal per mole.


Record 4
# C30H18F14NO2PPdS

A structure of composition C30H18F14NO2PPdS (ωB97M-V with the def2-TZVPD basis set, the OMol25 dataset).

```
68
Properties=species:S:1:pos:R:3:nbo_charge:R:1
Pd 0.3913 -1.2892 -1.1388 0.54
N 1.3137 -2.8054 0.0418 -0.81
C 0.5479 -4.0830 -0.0326 -0.21
C -0.3230 -4.1604 -1.2826 -0.54
C 0.4827 -3.8368 -2.5480 0.77
O 0.7361 -4.7010 -3.3599 -0.62
O 0.8938 -2.6005 -2.6281 -0.78
H 2.1529 -2.9013 -0.5278 0.41
H 1.6211 -2.6287 0.9919 0.40
H -0.0765 -4.1471 0.8596 0.20
H 1.2460 -4.9219 -0.0083 0.20
H -1.1454 -3.4432 -1.2015 0.21
H -0.7421 -5.1616 -1.3630 0.24
F 2.1050 -0.3643 -7.6862 -0.28
C 1.4609 -0.2792 -6.5239 0.28
C 2.1673 -0.1497 -5.3427 0.27
F 3.5008 -0.1090 -5.3656 -0.29
C 1.4890 -0.0502 -4.1435 0.33
F 2.2306 0.0979 -3.0327 -0.31
C 0.1028 -0.0910 -4.0664 -0.29
S -0.8239 0.0106 -2.5714 -0.14
C -0.5772 -0.2181 -5.2734 0.38
F -1.9124 -0.2624 -5.2801 -0.30
C 0.0790 -0.3089 -6.4867 0.26
F -0.6127 -0.4291 -7.6202 -0.29
F 2.8489 6.1910 1.1551 -0.32
C 1.9476 5.9595 0.1837 0.97
F 2.5213 6.2800 -0.9826 -0.32
F 0.9324 6.8211 0.3827 -0.32
C 1.4633 4.5348 0.2151 -0.12
C 1.4671 3.7562 -0.9274 -0.19
C 0.9958 2.4501 -0.8744 -0.10
C 0.5233 1.9282 0.3218 -0.40
C 0.5377 2.7217 1.4738 -0.19
C 0.9988 4.0219 1.4217 -0.18
P -0.0798 0.2143 0.4518 1.09
C 0.6500 -0.2896 2.0480 -0.37
C -0.0956 -0.4906 3.2031 -0.15
C 0.5299 -0.8844 4.3794 -0.18
C 1.9020 -1.0685 4.4005 -0.13
C 2.6604 -0.8623 3.2537 -0.18
C 2.0334 -0.4776 2.0824 -0.21
C 2.5716 -1.5461 5.6611 0.97
F 1.9285 -1.1236 6.7598 -0.32
F 3.8410 -1.1217 5.7449 -0.32
F 2.6004 -2.8918 5.7131 -0.32
C -1.8626 0.3222 0.7673 -0.28
C -2.5696 -0.8808 0.8316 -0.21
C -3.9322 -0.8791 1.0546 -0.17
C -4.6010 0.3320 1.1938 -0.12
C -3.9163 1.5306 1.1060 -0.17
C -2.5435 1.5257 0.8926 -0.22
C -6.0921 0.3109 1.4007 0.97
F -6.7361 -0.0451 0.2764 -0.32
F -6.5699 1.5059 1.7750 -0.32
F -6.4403 -0.5775 2.3491 -0.32
H 1.8384 4.1590 -1.8591 0.24
H 0.9881 1.8390 -1.7647 0.24
H 0.1933 2.3183 2.4184 0.22
H 1.0092 4.6360 2.3126 0.23
H -1.1676 -0.3408 3.1957 0.22
H -0.0512 -1.0377 5.2787 0.24
H 3.7333 -0.9964 3.2811 0.24
H 2.6228 -0.3123 1.1863 0.23
H -2.0466 -1.8211 0.6972 0.22
H -4.4797 -1.8107 1.1110 0.24
H -4.4474 2.4670 1.2018 0.24
H -2.0149 2.4660 0.8165 0.23
```

The HOMO energy is -0.3020 Ha. The electronic energy comes out at -98639.099 eV. The value obtained for the LUMO energy is -0.767 eV. The molar mass is 859.91 u. The frontier orbital gap is 0.274 hartree. Its energy relative to the best compared isomer or geometry (same formula, charge and spin) is 5.71 kcal per mole.


Record 5
# C30H19AsF6INO4PtS2

A structure of composition C30H19AsF6INO4PtS2 in a non-equilibrium geometry (ωB97M-V with the def2-TZVPD basis set, the OMol25 dataset).

```
65
Properties=species:S:1:pos:R:3:nbo_charge:R:1
Pt -1.2925 0.1668 -0.1374 0.70
I -0.6711 2.4518 -1.5986 0.34
C -2.3439 3.3570 -0.6689 -0.15
C -2.6145 4.7170 -0.8811 -0.24
C -3.7776 5.3258 -0.3375 -0.22
C -4.6735 4.5749 0.3986 -0.17
C -4.4413 3.1900 0.6385 -0.08
C -5.3739 2.4369 1.3709 -0.17
C -5.0946 1.1164 1.6332 -0.22
C -3.9045 0.4983 1.2155 -0.22
C -2.9593 1.1962 0.4787 -0.32
C -3.2133 2.5714 0.1538 -0.03
H -1.9242 5.2992 -1.4959 0.22
H -3.9720 6.3944 -0.5032 0.22
H -5.5889 5.0320 0.7993 0.22
H -6.3073 2.9193 1.7253 0.22
H -5.8399 0.4892 2.1459 0.22
H -3.7052 -0.5581 1.4589 0.24
F -4.9672 -1.5286 -1.2039 -0.30
C -4.2356 -2.5313 -1.7671 0.76
F -4.6504 -3.7263 -1.2696 -0.30
F -4.4232 -2.5014 -3.1130 -0.30
S -2.4697 -2.2338 -1.3522 2.11
O -2.4566 -2.0045 0.1506 -0.93
O -2.0662 -1.0503 -2.2027 -0.92
N -1.7532 -3.6043 -1.8195 -1.14
S -0.2215 -3.6494 -1.3277 2.22
O 0.6553 -4.2344 -2.3096 -0.89
O 0.1969 -2.3531 -0.7545 -1.01
C -0.2164 -4.8146 0.1552 0.74
F 1.0864 -5.0790 0.4916 -0.31
F -0.8234 -4.2316 1.2199 -0.30
F -0.8331 -5.9842 -0.1474 -0.31
C 3.4937 -3.3721 2.7753 -0.21
C 3.5731 -3.4136 1.3740 -0.19
C 2.8388 -2.5267 0.5876 -0.22
C 2.0184 -1.5696 1.2294 -0.33
C 1.9324 -1.5164 2.6176 -0.17
C 2.6652 -2.4202 3.3879 -0.21
As 1.0695 -0.2219 0.1868 1.08
C 2.1174 -0.0566 -1.4305 -0.36
C 1.9135 -0.7580 -2.6212 -0.20
C 2.7432 -0.4797 -3.7035 -0.21
C 3.7789 0.4725 -3.6094 -0.19
C 3.9807 1.1713 -2.4195 -0.22
C 3.1162 0.9228 -1.3261 0.04
C 3.1326 1.6530 -0.0498 -0.08
C 4.0630 2.6665 0.2925 -0.19
C 3.9445 3.3104 1.5232 -0.20
C 2.8977 2.9593 2.4066 -0.21
C 1.9920 1.9631 2.0731 -0.20
C 2.1301 1.2919 0.8546 -0.30
H 4.0824 -4.0777 3.3721 0.22
H 4.2028 -4.1579 0.8801 0.22
H 2.9063 -2.5697 -0.5035 0.24
H 1.3053 -0.7663 3.1143 0.21
H 2.5738 -2.3886 4.4790 0.22
H 1.1140 -1.5005 -2.7020 0.25
H 2.5926 -1.0162 -4.6470 0.22
H 4.4120 0.6710 -4.4853 0.22
H 4.7771 1.9214 -2.3217 0.21
H 4.8551 2.9206 -0.4235 0.21
H 4.6770 4.0671 1.8200 0.22
H 2.8001 3.4608 3.3735 0.22
H 1.1760 1.7081 2.7490 0.22
```

The HOMO energy (spin up / spin down) is -0.2861 / -0.3067 Ha. The electronic energy comes out at -151256.333 eV. The value obtained for the LUMO energy (spin up / spin down) is 0.089 / -2.255 eV. The molar mass is 1032.51 u. Its multiplicity is 3. The frontier orbital gap (spin up / spin down) is 0.289 / 0.224 hartree.